# 1
{
  "formula": "H40O20",
  "method": "ωB97M-V/def2-TZVPD",
  "species": ["O", "O", "O", "O", "O", "O", "O", "O", "O", "O", "O", "O", "O", "O", "O", "O", "O", "O", "O", "O", "H", "H", "H", "H", "H", "H", "H", "H", "H", "H", "H", "H", "H", "H", "H", "H", "H", "H", "H", "H", "H", "H", "H", "H", "H", "H", "H", "H", "H", "H", "H", "H", "H", "H", "H", "H", "H", "H", "H", "H"],
  "positions_angstrom": [[-0.94616, -3.84181, 0.41646], [1.94545, 0.80214, -2.54272], [2.19392, -3.85509, 1.81456], [-2.69500, 1.99707, 3.75575], [-0.32633, -0.59651, -1.16925], [-1.51327, -4.25883, -3.87624], [1.17663, 2.36745, -0.65489], [5.03309, -2.36090, 1.16056], [0.04277, 4.25639, 0.46133], [2.05914, 2.73079, 4.49121], [-2.67298, -1.13682, 0.11522], [-0.36841, 4.26149, -2.32446], [-4.36963, -3.28686, 1.54468], [-0.01787, -0.84677, -3.99144], [-1.21023, -0.72601, 4.73239], [1.14295, 3.01502, -4.56000], [2.69632, 0.66431, 2.80836], [-2.20985, 0.43965, -3.19894], [-0.31832, 0.71664, 1.13263], [2.34136, -0.64337, -0.19091], [2.89944, 0.30562, -2.54731], [0.42165, 3.75426, -2.36972], [1.51975, -4.27743, 2.60922], [1.40571, -0.55370, -0.42091], [-1.17554, -0.88378, -0.82823], [1.17652, 2.20956, -4.08542], [-1.78925, 1.97539, 3.85451], [-3.92798, -4.12657, 1.81596], [-3.43390, -0.88828, 0.63241], [2.70596, 2.11166, 4.77436], [-2.42017, -2.02034, 0.55566], [-2.44148, -4.20691, -3.95134], [1.50398, -3.41586, 1.11085], [-0.10982, 4.99572, -0.22919], [-0.37891, 0.44130, 0.30702], [-1.43899, -3.28821, 0.89991], [2.48198, 0.34406, -0.35003], [2.50131, 3.24387, 3.91445], [1.76780, 1.42030, -1.93055], [-1.47469, 0.07279, 4.18943], [-1.31004, -3.81872, -0.51290], [-2.90385, 2.97480, 3.73784], [-0.30966, -0.50396, -2.12538], [0.29390, -1.66440, -3.67217], [-1.18847, 0.74798, 1.46665], [-0.85322, 3.58509, -2.00481], [2.25350, -0.15081, 2.72556], [0.44536, -0.03806, -3.87015], [-5.01360, -3.63609, 0.97393], [0.81813, 3.66994, -3.97278], [-0.51348, 3.42535, 0.47261], [-0.34960, -0.47408, 5.25331], [0.93419, 3.36782, -0.63519], [-3.14748, 0.33597, -2.80083], [4.29111, -2.87684, 0.73571], [-0.95896, -3.61692, -4.20995], [1.46048, 2.49991, 0.20441], [1.96165, 1.34589, 2.45787], [-2.00945, -0.13884, -3.78259], [4.32258, -1.94550, 1.68344]],
  "forces_ev_per_angstrom": [[2.3, -3.2, -4.3], [3.7, -5.9, -5.6], [-5.1, -0.1, 0.9], [-3.3, 1.7, -0.6], [1.0, -0.1, 0.6], [0.3, -3.3, 2.1], [-0.9, 2.3, -2.5], [-2.7, -0.7, -0.3], [-0.2, 1.2, -0.2], [-3.1, -1.5, 2.9], [0.9, -2.3, 0.9], [1.8, 3.5, -1.4], [2.0, -0.7, 1.3], [-2.8, 0.0, -1.7], [1.9, 1.7, 0.5], [0.5, 0.5, -1.7], [-1.6, 3.9, -1.1], [-4.5, 6.8, 7.7], [1.7, 2.5, 6.3], [0.0, 2.6, -0.2], [-3.7, 2.4, 0.6], [1.8, -0.1, -0.3], [2.8, 1.9, -3.7], [-0.5, -1.1, -0.1], [-0.5, 0.1, -0.6], [0.3, -1.4, 0.9], [3.3, 0.1, 0.4], [-0.2, 1.0, 0.1], [-0.6, 0.2, 0.3], [0.7, -1.1, 0.3], [-0.9, 2.2, -1.1], [-1.1, 1.0, -0.7], [2.3, -1.7, 2.7], [-0.6, -2.4, 1.4], [-0.2, -2.0, -6.4], [-2.7, 3.0, 3.0], [0.7, -1.9, 0.7], [2.3, 3.0, -3.1], [0.0, 3.4, 4.0], [0.6, -1.5, 1.2], [0.7, -0.1, 1.5], [0.3, -1.7, 0.0], [-0.6, 0.0, -0.1], [1.6, -0.6, 0.8], [-1.5, -0.1, 0.6], [-3.8, -3.3, 1.6], [-0.8, -1.7, -0.4], [1.7, 0.3, 0.7], [-1.7, -0.3, -1.4], [-0.6, 0.9, 0.3], [0.3, 1.9, -0.6], [-2.5, -0.5, -1.7], [0.1, -1.7, -0.8], [2.6, -0.1, -1.5], [1.7, -0.2, -0.4], [0.7, 2.4, -1.5], [1.4, -1.0, 3.3], [2.4, -2.5, 1.4], [1.7, -6.5, -6.2], [1.0, 0.9, 0.7]],
  "e_above_lowest_ev": 8.985,
  "charge": 0,
  "multiplicity": 1,
  "lumo_energy_ev": -0.4
}


# 2
{
  "formula": "H40O20",
  "method": "ωB97M-V/def2-TZVPD",
  "species": ["O", "O", "O", "O", "O", "O", "O", "O", "O", "O", "O", "O", "O", "O", "O", "O", "O", "O", "O", "O", "H", "H", "H", "H", "H", "H", "H", "H", "H", "H", "H", "H", "H", "H", "H", "H", "H", "H", "H", "H", "H", "H", "H", "H", "H", "H", "H", "H", "H", "H", "H", "H", "H", "H", "H", "H", "H", "H", "H", "H"],
  "positions_angstrom": [[-2.51689, 1.44866, 3.08739], [2.85363, -0.77996, -1.06448], [2.51040, 1.93012, -0.44076], [0.99743, 1.49788, -4.80716], [-3.69106, 1.57884, -4.20065], [-0.44188, -1.80943, 2.24766], [-0.66709, 1.82027, -2.45772], [3.15086, 0.82028, 2.02577], [1.38705, -1.45943, -3.78783], [-3.07156, 3.72111, 1.38734], [0.74236, 4.31818, 1.62756], [3.17069, -3.30561, 4.05939], [-2.73605, -3.07181, -0.14552], [-3.63595, 2.02978, -0.34880], [3.54308, 0.02839, -3.51229], [-2.99901, -0.56351, -1.74412], [0.23190, -4.70838, 2.55189], [0.63825, -2.92131, -0.57311], [1.49103, -1.00601, 4.21990], [-0.72056, 0.40327, 1.43749], [3.27489, 2.00226, 0.13785], [3.16148, 1.18857, 2.89851], [-1.54484, 0.12968, 1.85801], [-3.63977, 2.46431, -3.85158], [3.46908, 0.92949, -3.25327], [-3.55527, 3.65243, 0.57824], [-0.51676, 1.75592, -1.49099], [-2.74305, 1.70812, -0.51598], [-2.20579, 4.05654, 1.55867], [-3.43071, 1.33080, 3.39098], [0.74182, -0.73081, -3.93339], [-2.88651, 1.10808, -4.42266], [-0.11331, -2.68890, 2.47953], [2.84665, -2.39757, 3.85440], [2.73027, -0.10732, -0.34164], [1.08810, -0.58566, 3.41727], [-2.44735, -3.60287, -0.88942], [-2.48445, -3.31006, 0.74294], [-0.11803, -4.61010, 1.66804], [-0.44709, -1.80067, 1.26503], [0.89411, -3.23496, -1.44368], [1.35189, -2.46264, -0.12614], [1.77567, 1.79235, 0.17379], [2.03844, -1.47433, -4.48050], [3.83272, 0.20563, 1.79696], [-3.73668, 0.03996, -1.65184], [-3.91485, 1.61268, 0.48616], [-1.59050, 1.84758, -2.68291], [-2.96578, -1.45577, -1.47771], [1.93082, -0.74177, -1.44567], [2.51523, -4.00285, 4.11463], [0.79555, 4.02662, 2.53870], [-2.67443, 2.42191, 3.09008], [3.39905, -0.59860, -2.80281], [0.01792, 4.90827, 1.46760], [0.56824, 1.05200, -4.02458], [0.70520, -1.36793, 4.64598], [-0.11202, 0.14168, 2.12427], [-0.39985, -4.32882, 3.19326], [1.97370, 1.53354, -4.79150]],
  "forces_ev_per_angstrom": [[-1.7, 1.4, 0.9], [-2.2, 0.3, 1.2], [-0.3, -0.1, -0.1], [-0.6, -0.4, 0.1], [-1.3, -0.8, -0.1], [0.0, -1.2, -0.4], [1.3, 0.0, 0.6], [-1.5, 0.5, -1.2], [-1.8, -0.3, 1.0], [-1.0, -0.1, 3.3], [0.9, -0.7, -0.5], [1.1, 0.7, -0.1], [-1.0, 1.2, -0.6], [-0.8, -0.6, -0.4], [0.9, -0.7, -2.1], [1.7, 2.4, -1.4], [0.0, 0.4, 1.1], [-1.1, -0.3, 0.6], [-0.7, 0.9, -1.0], [-0.1, 0.8, -0.7], [-0.1, 0.1, 0.1], [0.7, -0.3, 0.7], [-0.2, 0.4, -0.2], [0.9, 0.2, -0.1], [-0.1, 0.6, 1.1], [0.9, 0.3, -1.3], [-0.6, 0.0, -0.9], [0.0, -0.2, 0.3], [0.4, 0.5, -1.3], [0.0, -1.3, 0.2], [1.1, -1.0, -0.4], [0.4, 0.7, 0.2], [0.3, 0.1, -0.1], [-0.6, -1.4, 0.4], [0.6, -0.5, -1.1], [0.8, -0.7, 0.9], [0.5, -0.6, 0.8], [0.5, -0.7, -0.3], [-0.3, 0.1, -0.4], [-0.1, 0.1, 0.6], [0.5, 0.3, 0.0], [0.6, -0.1, -0.6], [0.1, 0.3, 0.0], [0.2, 0.6, -0.5], [0.8, -0.4, 0.7], [-0.6, -1.0, 0.4], [0.4, 0.1, -0.5], [-0.6, -0.2, 0.4], [-1.1, -1.2, 1.1], [1.3, -0.3, 0.1], [-0.5, 0.6, -0.3], [-0.5, 0.3, 0.1], [1.2, -0.4, -0.8], [-0.1, 0.7, 0.6], [-0.5, 0.4, 0.4], [1.4, 1.4, -0.8], [0.2, -0.1, 0.2], [0.3, 0.1, -0.1], [0.2, -0.6, -0.6], [-1.0, -0.6, 0.6]],
  "e_above_lowest_ev": 5.726,
  "charge": 0,
  "multiplicity": 1,
  "lumo_energy_ev": -0.4
}


# 3
{
  "formula": "H41O20",
  "method": "ωB97M-V/def2-TZVPD",
  "species": ["O", "O", "O", "O", "O", "O", "O", "O", "O", "O", "O", "O", "O", "O", "O", "O", "O", "O", "O", "O", "H", "H", "H", "H", "H", "H", "H", "H", "H", "H", "H", "H", "H", "H", "H", "H", "H", "H", "H", "H", "H", "H", "H", "H", "H", "H", "H", "H", "H", "H", "H", "H", "H", "H", "H", "H", "H", "H", "H", "H", "H"],
  "positions_angstrom": [[-0.03611, 3.01828, 4.57314], [3.71670, 0.04909, 1.83131], [-0.95014, -4.57955, -2.19445], [-0.33572, -2.43800, -3.85450], [2.15476, -3.93799, -2.60955], [1.85007, -1.48865, 2.60761], [-4.80750, -0.26353, 3.15557], [-2.44339, -3.34241, -0.34493], [-4.21602, -0.27348, 0.41358], [-3.15158, -2.75668, -3.36731], [1.01255, 2.14356, 1.27971], [0.93751, -1.12911, 0.00960], [1.71353, 4.03813, -3.29599], [-0.49523, 4.32135, 1.63838], [2.99254, 3.95853, -0.67205], [-0.41617, -3.91821, 1.22209], [-0.03028, 0.10605, 3.21017], [4.51043, 2.48467, 1.84913], [-1.25417, 2.92336, -2.17732], [-0.51082, 0.10422, -3.15731], [0.63650, -1.95543, 0.09991], [-1.88036, -4.27752, -2.23595], [2.67986, 3.90212, -1.51874], [4.44849, 3.23838, 2.40638], [4.75460, 2.55625, 0.94818], [3.77740, 4.56097, -0.81848], [-1.15122, 0.73673, -2.88218], [-0.49591, 3.67922, 4.92742], [2.51946, -1.42631, 3.28648], [1.41844, -3.82464, -3.21874], [-0.76454, -4.09155, 2.10614], [-0.34277, 5.23426, 1.17872], [-0.42187, -1.46239, -3.72740], [-3.19683, -2.48760, -4.33181], [-0.04756, 3.11142, 3.60450], [0.07844, 0.65103, -3.86394], [-5.18284, 0.52481, 2.92120], [-2.40598, -2.44607, 0.00921], [-5.16594, -0.30667, 0.69452], [-1.00913, -2.83736, -3.31471], [1.40770, -1.05091, -0.86590], [-0.62739, 0.16946, 2.36429], [2.15380, -1.17680, 1.61231], [-3.23300, -3.48045, 0.22631], [-3.89889, 0.52763, 0.35093], [2.87524, -3.72385, -3.19187], [-0.11929, 1.04653, 3.45569], [3.71719, 0.94525, 1.80910], [0.79333, 3.11227, 1.07202], [-3.70523, -2.18403, -2.95870], [2.07046, 3.95997, -4.15886], [-0.74292, 2.91517, -1.32930], [-1.07650, -4.14039, 0.60137], [-1.35736, 3.81161, -2.24495], [4.49770, -0.28676, 1.30362], [-4.89495, -0.67031, 3.97581], [-0.79033, -4.12737, -1.39985], [1.83060, 2.14722, 0.82505], [-1.39708, 4.13062, 1.69316], [1.34160, -0.67804, 2.98197], [0.97952, 3.51646, -3.32796]],
  "forces_ev_per_angstrom": [[3.0, -4.7, -2.9], [1.0, -6.1, -1.1], [-1.5, -0.4, -1.2], [0.9, 1.1, -0.7], [-0.1, 0.1, 0.1], [-0.7, 1.2, -1.4], [2.6, -2.8, -2.3], [-2.1, 0.8, 1.4], [-3.5, -7.2, 0.4], [2.3, -2.1, -3.8], [-1.4, 2.4, -0.2], [3.0, 5.5, -1.2], [2.5, 2.1, 1.2], [2.9, 3.0, -1.3], [2.9, 1.3, 3.2], [1.9, 0.6, 1.7], [-2.1, 1.1, -2.3], [-0.5, -2.0, 1.1], [1.6, -3.7, 1.9], [3.2, 1.8, -2.8], [-1.9, -5.4, 0.3], [0.2, -0.7, -0.8], [-1.8, -0.4, -3.8], [0.2, 1.3, -0.2], [0.4, 1.3, -1.0], [-1.3, -0.9, 0.6], [-0.9, 1.0, 0.4], [-3.0, 4.3, 2.1], [1.8, -0.6, -0.2], [-0.8, 0.1, 0.2], [0.1, -0.1, -0.4], [-0.8, -2.5, 1.4], [-0.1, -1.3, 0.0], [0.3, -0.7, 1.7], [0.1, 0.5, 0.5], [-2.2, -2.0, 2.6], [-1.8, 2.8, 0.4], [1.1, 0.9, -0.7], [1.6, 0.4, -0.3], [-0.3, -0.3, 0.3], [-1.0, -0.4, 1.3], [1.8, -0.8, 1.9], [-0.5, -0.5, 2.4], [0.1, -1.3, -0.8], [2.0, 6.7, -0.4], [0.8, 0.0, -0.1], [0.6, -0.4, 0.7], [0.4, 4.7, 0.0], [-0.3, -1.9, 0.9], [-2.7, 2.7, 2.2], [0.8, 0.1, -1.3], [-0.5, -0.7, -0.8], [-1.5, -0.4, -0.9], [-1.0, 4.4, -1.0], [-1.3, 0.9, 1.0], [-0.9, 0.0, 2.2], [1.4, 0.7, 1.8], [1.8, -0.7, -0.7], [-2.3, 0.0, -0.1], [-1.5, -0.2, -1.1], [-3.4, -2.3, 0.2]],
  "e_above_lowest_ev": 5.326,
  "charge": 1,
  "multiplicity": 1,
  "lumo_energy_ev": -2.8
}